[1]
Below is a cluster of 2 separate species, C3H5NO2 in total, with properties calculated with ωB97M-V/def2-TZVPD.

XYZ file:
```
11
C3H5NO2 | OMol25 | ωB97M-V/def2-TZVPD
C -1.79 0.67 -0.02
C -0.17 -1.18 -0.27
O 0.44 -2.21 -0.43
C 0.72 0.08 0.08
O 0.06 1.11 0.24
N 2.02 -0.07 0.15
H -2.21 0.01 0.73
H -1.93 1.73 0.19
H -2.05 0.39 -1.03
H 2.35 -1.02 -0.02
H 2.67 0.67 0.37
```

energy above the lowest of the compared OMol25 structures with the same formula, charge and spin = 107.1 kcal per mole
charge = 0
Kohn-Sham gap (spin up / spin down) = 0.2834 / 0.2834 Ha
lowest unoccupied orbital energy (spin up / spin down) = 0.46 / 0.46 eV
M = 87.08 g mol⁻¹



[2]
Below is a structure of composition C32H53NP2Sc, with properties calculated with ωB97M-V/def2-TZVPD.

XYZ file:
```
89
C32H53NP2Sc | OMol25 | ωB97M-V/def2-TZVPD
Sc -0.04 0.46 -1.12
C -1.01 -1.48 0.40
C 0.30 -1.82 -0.13
C 0.59 -0.48 1.74
C -0.80 -0.63 1.53
C 1.26 -1.10 0.66
C -2.30 -2.16 0.11
H -2.31 -2.61 -0.89
H -3.12 -1.43 0.17
H -2.52 -2.97 0.83
C -1.88 -0.14 2.44
H -2.83 -0.68 2.28
H -2.08 0.93 2.27
H -1.61 -0.26 3.50
C 1.27 0.08 2.94
H 1.99 -0.64 3.35
H 0.57 0.34 3.74
H 1.85 0.98 2.70
C 2.73 -1.23 0.57
H 3.13 -1.93 1.31
H 3.21 -0.25 0.75
H 3.05 -1.57 -0.41
C 0.64 -2.99 -0.98
H 1.13 -3.80 -0.40
H 1.36 -2.71 -1.76
H -0.22 -3.44 -1.46
C -1.42 1.81 -5.03
C -1.76 0.46 -5.12
C -1.25 -0.43 -6.21
C 0.27 -0.33 -6.40
C 1.02 0.05 -5.17
C 1.46 1.35 -4.95
C 0.88 2.58 -5.62
C -0.60 2.49 -6.06
H -1.78 -0.11 -7.12
H 0.54 0.30 -7.25
H -1.49 -1.49 -6.07
H -0.71 2.08 -7.08
H -2.03 2.53 -4.46
H -2.82 0.18 -4.92
H -0.98 3.51 -6.12
H 0.99 3.50 -5.02
H 2.56 1.49 -4.77
H 1.52 2.69 -6.51
H 0.65 -1.32 -6.66
H 1.45 -0.81 -4.63
P -2.15 0.33 -2.80
C -3.75 1.03 -2.86
C -1.66 -1.41 -3.25
P 1.98 1.27 -2.38
C -0.75 1.27 -3.03
C 3.08 -0.13 -2.71
C 2.61 2.95 -2.45
H -3.95 1.64 -1.98
H -4.48 0.21 -2.93
H -3.70 1.63 -3.76
H -0.94 -1.32 -4.09
H -2.60 -1.90 -3.60
H -1.20 -2.03 -2.46
H 2.37 3.25 -3.48
H 3.68 2.92 -2.24
H 2.10 3.62 -1.75
H -0.56 2.38 -3.06
H -0.01 0.60 -3.60
H 3.81 -0.18 -1.87
H 3.53 0.05 -3.69
H 2.53 -1.08 -2.75
C -3.57 3.84 0.15
N -2.72 4.77 -0.55
C -2.56 6.04 0.11
C -1.56 4.21 -1.24
C -0.44 3.82 -0.33
C 0.47 4.85 0.00
C 1.24 4.73 1.15
C 0.99 3.65 1.99
C 0.05 2.66 1.60
C -0.32 2.53 0.26
H -3.05 3.33 0.98
H -4.42 4.39 0.56
H -3.94 3.07 -0.53
H -2.02 5.97 1.07
H -2.02 6.74 -0.55
H -3.56 6.45 0.32
H -1.91 3.35 -1.81
H -1.20 4.98 -1.93
H 0.55 5.75 -0.61
H 1.99 5.50 1.42
H 1.51 3.58 2.96
H -0.33 2.01 2.40
```

charge = +1
Kohn-Sham gap (spin up / spin down) = 0.1903 / 0.1913 Ha
lowest unoccupied orbital energy (spin up / spin down) = -4.32 / -4.29 eV
M = 558.69 g mol⁻¹



[3]
Below is a structure of composition H28O18PTl2, with properties calculated with ωB97M-V/def2-TZVPD.

XYZ file:
```
49
H28O18PTl2 | OMol25 | ωB97M-V/def2-TZVPD
Tl -2.29 1.26 2.80
Tl -1.12 2.53 -2.10
P -0.01 0.18 0.31
O -1.07 -0.71 1.05
O 1.42 0.00 0.83
O -0.50 1.61 0.59
O -0.13 -0.09 -1.16
O 1.77 3.12 1.85
H 1.23 2.41 1.51
H 2.23 2.75 2.60
O 1.88 2.34 -1.63
H 2.64 2.18 -2.18
H 2.14 2.05 -0.75
O -3.11 0.75 -0.29
H -3.94 0.34 -0.53
H -2.50 0.02 -0.17
O 2.31 -1.92 2.44
H 2.16 -1.13 1.91
H 2.63 -1.59 3.28
O -0.06 -3.08 1.66
H -0.58 -3.42 2.39
H -0.47 -2.25 1.44
O -2.41 -2.31 -0.44
H -2.11 -2.23 -1.34
H -1.76 -1.84 0.08
O -2.69 0.15 -2.95
H -3.49 -0.18 -3.35
H -2.05 -0.56 -3.08
O 3.86 -0.03 -0.03
H 3.79 -0.57 -0.82
H 2.95 0.05 0.28
O 0.40 4.33 -0.28
H 0.64 3.83 0.50
H 0.55 5.25 -0.03
O -4.03 -1.15 1.84
H -3.78 -1.65 1.06
H -4.93 -1.41 2.02
O 1.85 -2.36 -0.38
H 2.50 -2.33 -1.08
H 1.55 -1.46 -0.28
O 0.58 0.77 3.23
H 1.38 1.08 3.65
H 0.86 0.43 2.38
O 1.58 -0.13 -3.13
H 1.09 -0.12 -2.31
H 1.19 0.58 -3.64
O -1.10 -1.88 -2.65
H -0.36 -2.31 -3.08
H -0.69 -1.30 -2.01
```

charge = +2
Kohn-Sham gap (spin up / spin down) = 0.1482 / 0.1351 Ha
⟨S²⟩ = 1.7636
multiplicity = 2
lowest unoccupied orbital energy (spin up / spin down) = -12.36 / -12.71 eV
M = 755.95 g mol⁻¹



[4]
Below is a structure of composition C36H35ClIrNO7S2Sb2, with properties calculated with ωB97M-V/def2-TZVPD.

XYZ file:
```
85
C36H35ClIrNO7S2Sb2 | OMol25 | ωB97M-V/def2-TZVPD
Ir 1.46 -0.48 0.15
C -3.01 -1.35 -1.86
C -3.66 0.00 -2.05
C -2.71 1.14 -1.90
Sb -2.67 2.19 0.61
C -2.67 3.52 2.34
C -1.43 3.93 2.84
C -1.33 4.79 3.92
C -2.48 5.26 4.55
C -3.72 4.85 4.08
C -3.81 3.99 2.99
C -4.77 2.81 0.23
C -5.82 1.92 0.44
C -7.14 2.28 0.18
C -7.44 3.55 -0.30
C -6.40 4.45 -0.51
C -5.09 4.08 -0.25
Sb -2.37 -1.84 0.39
C -1.73 -2.50 2.39
C -2.04 -1.65 3.44
C -1.76 -2.02 4.75
C -1.16 -3.24 5.01
C -0.83 -4.08 3.96
C -1.11 -3.71 2.65
C -4.17 -3.02 0.57
C -5.42 -2.40 0.54
C -6.58 -3.14 0.68
C -6.52 -4.52 0.82
C -5.28 -5.15 0.84
C -4.11 -4.40 0.72
H -2.05 -1.46 -2.36
H -3.67 -2.20 -2.05
H -4.54 0.12 -1.41
H -4.08 0.03 -3.08
H -3.03 2.11 -2.27
H -1.66 0.94 -2.05
H -0.52 3.53 2.39
H -0.35 5.09 4.29
H -2.41 5.93 5.39
H -4.63 5.20 4.56
H -4.79 3.70 2.64
H -5.61 0.93 0.82
H -7.94 1.57 0.36
H -8.46 3.83 -0.50
H -6.62 5.45 -0.88
H -4.30 4.81 -0.41
H -2.46 -0.66 3.24
H -1.99 -1.34 5.57
H -0.93 -3.53 6.03
H -0.34 -5.03 4.15
H -0.83 -4.36 1.83
H -5.49 -1.33 0.41
H -7.55 -2.64 0.66
H -7.42 -5.10 0.93
H -5.22 -6.22 0.95
H -3.15 -4.90 0.73
N -0.57 0.88 2.01
C 0.21 0.34 1.32
Cl 0.28 2.74 -5.98
C 0.80 2.36 -4.34
C 0.24 3.02 -3.27
C 0.67 2.71 -1.99
C 1.65 1.75 -1.75
C 2.07 1.42 -0.35
C 2.19 1.09 -2.86
C 1.78 1.39 -4.15
H -0.54 3.76 -3.44
H 0.21 3.22 -1.15
H 1.65 2.18 0.32
H 3.16 1.46 -0.25
H 2.93 0.32 -2.70
H 2.20 0.87 -5.00
C 3.80 -3.56 0.13
S 4.09 -1.82 -0.11
O 5.43 -1.68 -0.65
O 3.03 -1.38 -1.08
O 3.86 -1.16 1.17
H 4.76 -4.06 0.23
H 3.25 -3.94 -0.73
H 3.19 -3.68 1.02
O -1.35 -3.39 -0.42
S 0.14 -3.05 -0.86
O 0.64 -4.25 -1.47
O 0.82 -2.68 0.41
O 0.03 -1.87 -1.72
```

energy above the lowest of the compared OMol25 structures with the same formula, charge and spin = 0.0 kcal per mole
charge = -2
Kohn-Sham gap (spin up / spin down) = 0.2250 / 0.2102 Ha
⟨S²⟩ = 6.0324
multiplicity = 5
lowest unoccupied orbital energy (spin up / spin down) = 3.95 / 3.12 eV
M = 1129.00 g mol⁻¹



[5]
Below is an isolated molecule of C4H5ClN2, with properties calculated with ωB97M-V/def2-TZVPD.

XYZ file:
```
12
C4H5ClN2 | OMol25 | ωB97M-V/def2-TZVPD
C 1.23 0.49 -0.01
C -0.06 0.56 -0.75
C -0.71 -0.81 1.00
C -0.06 0.50 0.80
H 1.77 1.44 0.04
H -0.33 1.45 -1.32
H -1.27 -0.66 -1.90
H -0.92 -1.26 1.98
H -0.24 1.31 1.46
N -0.62 -0.69 -1.15
N -1.04 -1.43 -0.06
Cl 2.26 -0.91 -0.09
```

energy above the lowest of the compared OMol25 structures with the same formula, charge and spin = 51.0 kcal per mole
charge = 0
Kohn-Sham gap = 0.3547 Ha
lowest unoccupied orbital energy = 0.84 eV
M = 116.55 g mol⁻¹



[6]
Below is a cluster of 2 separate species, C9H14 in total, with properties calculated with ωB97M-V/def2-TZVPD.

XYZ file:
```
23
C9H14 | OMol25 | ωB97M-V/def2-TZVPD
C -1.48 -2.95 -0.06
C -0.75 -4.12 -0.73
H -2.42 -3.41 0.31
H -0.96 -2.52 0.80
H -1.63 -2.24 -0.81
H -0.08 -4.76 -0.16
H -1.46 -4.85 -1.26
H -0.12 -3.67 -1.50
C 2.18 3.33 -0.19
C -1.03 0.53 0.49
C -0.97 1.77 1.19
C 0.13 0.18 -0.30
C 0.09 2.65 0.98
C 1.13 1.08 -0.53
C 1.05 2.34 0.05
H -1.84 -0.19 0.58
H -1.68 2.08 1.92
H 0.31 -0.82 -0.71
H 0.14 3.73 1.44
H 2.09 0.88 -1.06
H 1.73 4.34 -0.08
H 2.62 3.37 -1.09
H 2.94 3.24 0.70
```

energy above the lowest of the compared OMol25 structures with the same formula, charge and spin = 29.9 kcal per mole
charge = 0
Kohn-Sham gap = 0.3632 Ha
lowest unoccupied orbital energy = 0.99 eV
M = 122.21 g mol⁻¹